1.
56
Properties=species:S:1:pos:R:3:forces:R:3 method="wB97M-V/def2-TZVPD" energy_ha=-1943.04069 de_lowest_kcal_mol=0.0 total_charge=+3 homo_ev=-15.683
Pb -0.843328 -1.300100 -0.247858 -0.010 0.000 0.037
C -2.145340 -0.697817 -3.364646 -0.002 -0.002 -0.002
N -1.370473 -1.824123 -2.821525 -0.002 -0.001 -0.003
C -0.088701 -2.087313 -3.493377 0.003 -0.004 -0.006
C 1.047162 -1.372712 -2.827655 -0.004 0.001 0.003
N 1.075207 -1.023012 -1.554468 0.020 0.003 0.016
C 2.330116 -0.439400 -1.331338 -0.009 -0.007 -0.006
C 2.891617 0.118870 -0.186377 -0.004 -0.004 0.006
C 4.169018 0.627006 -0.295712 0.003 -0.002 -0.003
C 4.879460 0.586808 -1.506553 0.002 0.000 -0.002
C 4.331847 0.039284 -2.647201 0.003 0.001 0.004
C 3.044128 -0.468963 -2.527008 0.003 0.006 -0.005
N 2.191885 -1.064087 -3.451365 0.009 0.004 -0.001
C -1.879972 0.576577 -2.622819 0.001 -0.001 0.001
N -1.478863 0.651229 -1.366776 -0.003 0.015 0.013
C -1.419020 2.015806 -1.050496 0.004 -0.015 -0.003
C -1.048538 2.669859 0.121202 0.001 -0.001 -0.006
C -1.088945 4.048393 0.111820 -0.003 -0.003 0.001
C -1.487075 4.768257 -1.026312 -0.001 0.007 0.000
C -1.854915 4.130850 -2.192025 -0.002 -0.004 -0.004
C -1.809435 2.742006 -2.173320 0.007 0.011 0.014
N -2.088322 1.790984 -3.148986 -0.005 0.004 -0.008
H -1.952014 -0.551324 -4.431388 -0.001 -0.001 0.001
H -3.207438 -0.933245 -3.267323 -0.001 0.002 0.001
H -1.938975 -2.660195 -2.888686 0.000 0.000 0.000
H 0.108337 -3.160643 -3.447445 0.001 -0.001 0.002
H -0.124027 -1.818714 -4.553325 -0.002 -0.001 0.001
H 2.349231 0.147452 0.748895 0.007 0.004 -0.002
H 4.643439 1.068260 0.569951 -0.002 0.002 0.001
H 5.879641 0.995202 -1.544241 0.000 0.000 0.001
H 4.878081 0.008907 -3.579905 -0.002 -0.001 -0.002
H 2.405084 -1.252980 -4.419075 -0.003 -0.002 0.000
H -0.747695 2.118324 1.001472 -0.001 0.007 0.004
H -0.810335 4.596303 1.001389 0.001 -0.002 0.002
H -1.505853 5.848393 -0.986466 0.000 0.000 0.001
H -2.161542 4.685126 -3.068385 -0.001 -0.003 -0.002
H -2.416381 1.979395 -4.084124 0.001 -0.004 0.000
C 0.317111 1.468482 11.529903 0.017 -0.022 -0.014
C -0.275932 1.564412 10.191884 -0.067 0.059 0.065
O -1.165904 1.943444 9.591156 0.023 -0.018 -0.020
S 1.343040 0.477327 8.940846 0.028 -0.025 -0.047
C 0.983304 0.412660 7.342837 -0.004 0.011 0.013
C -0.212455 0.984886 6.734393 -0.014 0.003 0.011
C -0.424553 0.863669 5.416054 -0.011 0.015 0.013
C 0.528631 0.161786 4.567922 -0.020 -0.026 0.013
C 1.729482 -0.395216 5.165498 0.008 -0.005 -0.020
C 1.946241 -0.276631 6.482079 0.022 -0.012 0.001
C 0.291417 0.017375 3.240271 0.026 0.026 -0.013
C 0.086703 -0.126443 2.012476 -0.023 -0.015 -0.057
H -0.365981 1.958410 12.225449 0.000 0.001 0.002
H 1.291664 1.960265 11.528090 -0.002 0.004 -0.001
H 0.447766 0.415981 11.789155 -0.002 0.001 0.002
H -0.925684 1.503580 7.355730 0.000 -0.002 -0.001
H -1.309344 1.278728 4.953223 0.004 -0.002 -0.009
H 2.431238 -0.907815 4.522294 0.005 -0.002 0.008
H 2.833257 -0.689950 6.944673 -0.002 0.000 0.001


2.
22
Properties=species:S:1:pos:R:3:forces:R:3 method="wB97M-V/def2-TZVPD" energy_ha=-441.55061 de_lowest_kcal_mol=81.2 total_charge=0 homo_ev=-9.001
C 1.832619 -1.365118 -1.048192 -0.463 -0.088 -0.104
C 1.658482 -0.060827 -1.175541 0.117 0.049 0.188
C 1.259578 0.899343 -0.078611 -0.490 -1.726 1.395
N 2.386558 1.464006 0.533173 0.022 0.224 -0.115
O 0.472950 -0.100752 1.022993 1.212 1.018 -0.958
O 0.369525 1.824099 -0.426541 -2.105 -0.369 -0.608
H 1.632366 -1.866824 -0.113216 0.031 0.016 0.108
H 2.057226 -1.986896 -1.903921 0.271 0.055 -0.032
H 1.858012 0.451303 -2.108826 -0.075 -0.011 -0.104
H 3.033988 0.786097 0.911497 -0.152 0.053 -0.045
H 2.158336 2.210133 1.176017 -0.008 -0.079 0.005
H 0.182229 0.530622 1.694235 0.089 0.039 -0.067
H -0.614682 1.272282 -0.695945 2.510 1.116 0.749
C -1.848072 0.393554 -0.882189 -0.835 -1.618 0.494
C -1.546549 -0.645537 -0.029206 -1.370 0.683 -1.182
C -2.236973 -0.855029 1.276505 0.457 0.198 0.171
H -2.629624 1.088163 -0.590240 0.137 0.140 0.119
H -1.752755 0.225923 -1.948455 0.426 0.166 -0.033
H -1.014339 -1.502633 -0.419502 0.281 0.134 0.038
H -2.618349 0.083711 1.679012 -0.056 -0.018 -0.010
H -1.560651 -1.308892 1.999219 -0.048 -0.029 0.055
H -3.079875 -1.536727 1.127733 0.048 0.047 -0.064


3.
47
Properties=species:S:1:pos:R:3:forces:R:3 method="wB97M-V/def2-TZVPD" energy_ha=-855.75010 total_charge=0 homo_ev=-6.688
Ba 0.265700 -0.493927 -0.118486 -1.610 2.737 -1.107
C -1.109717 2.563132 -3.904338 1.307 -0.053 0.249
C -1.173147 1.232263 -3.134892 0.032 -0.750 0.369
C -1.768019 0.152977 -4.018019 -1.125 -0.387 -0.419
O 0.054302 0.797554 -2.639161 0.160 -0.350 1.175
H -1.738196 2.642844 -4.788762 -0.364 -0.049 0.160
H -0.069656 2.615985 -4.253049 -0.121 0.082 -0.091
H -1.238713 3.414960 -3.235706 -0.205 0.047 -0.085
H -1.889945 1.343407 -2.297591 -0.153 0.253 0.004
H -1.153401 -0.068599 -4.893764 0.124 0.067 0.067
H -2.777282 0.429319 -4.364991 0.211 0.161 -0.147
H -1.956675 -0.781239 -3.474597 0.421 0.012 0.125
C -3.041795 2.574292 0.653524 -0.638 -0.270 1.390
C -1.546252 2.504631 1.060167 -0.542 -0.173 -1.239
C -1.215457 3.742459 1.910777 0.063 -0.165 -0.834
O -1.193007 1.300243 1.613890 0.686 -0.882 -0.387
H -3.650894 2.743228 1.559956 0.147 0.260 -0.088
H -3.437524 1.606124 0.335672 0.445 0.019 -0.541
H -3.281753 3.364175 -0.058120 0.088 -0.035 -0.127
H -1.078688 2.659530 0.056864 0.557 0.015 0.158
H -0.215643 3.656763 2.334431 -0.151 -0.051 0.357
H -2.008592 3.887085 2.643981 0.306 0.089 0.334
H -1.169571 4.605580 1.238705 -0.240 0.155 0.170
C 1.359200 -3.343319 -2.058107 -1.080 -1.034 0.096
O 0.868363 -3.027877 -0.740667 0.873 0.111 -0.192
C 1.207322 -4.029659 0.222704 -0.937 1.357 0.028
C 0.519053 -3.637392 1.516769 -0.385 -0.616 0.913
N 0.660593 -2.237021 1.985265 1.294 -1.045 -0.847
C 2.118179 -1.995435 2.215250 -0.452 0.271 0.968
C 2.313198 -0.595345 2.816092 -0.112 -1.580 -0.265
O 1.826140 0.302474 1.859692 0.360 0.350 0.810
C 1.837602 1.680335 2.242613 0.066 0.536 0.092
H 0.561941 -3.953903 -2.497091 0.211 0.125 -0.408
H 2.234524 -3.991704 -2.001737 0.274 0.384 0.023
H 1.507379 -2.454086 -2.666065 0.074 0.135 0.239
H 2.289304 -4.049600 0.350124 0.063 -0.418 -0.205
H 0.752680 -4.967625 -0.097364 0.504 -0.317 0.038
H 0.927711 -4.339980 2.261000 -0.045 0.067 0.096
H -0.541768 -3.885197 1.450986 -0.047 0.219 -0.123
H 0.177479 -2.163656 2.874300 -0.054 0.170 -0.046
H 2.698789 -2.130578 1.301923 -0.166 0.021 -0.111
H 2.425388 -2.742610 2.956511 0.550 0.056 -0.135
H 3.358499 -0.381814 3.052224 0.032 -0.083 0.013
H 1.752693 -0.706307 3.754779 -0.196 1.079 0.023
H 0.994948 1.955352 2.874259 -0.379 -0.346 -0.387
H 1.820796 2.208610 1.293224 -0.218 0.367 0.182
H 2.723913 1.993550 2.806824 0.370 -0.540 -0.296


4.
9
Properties=species:S:1:pos:R:3:forces:R:3 method="wB97M-V/def2-TZVPD" energy_ha=-415.51166 de_lowest_kcal_mol=113.2 total_charge=0 homo_ev="-8.956 / -8.929"
C -1.397139 0.950607 -0.264713 -2.028 0.149 0.692
C -3.156540 -0.036963 0.395765 0.970 -0.151 -1.188
C -0.247081 0.073358 -0.267048 -0.733 -2.499 3.656
F -1.157942 2.127519 0.291706 -0.125 -0.475 -0.130
F -4.240721 0.298884 -0.304851 0.932 -0.170 0.559
F -2.927324 -1.349443 0.071130 -0.204 1.349 0.174
H 0.566010 0.503020 -0.712226 1.957 1.117 -1.917
H -0.606815 -0.879059 -0.646476 0.539 -0.032 -0.486
H 0.243396 -0.193999 0.770913 -1.308 0.712 -1.360


5.
36
Properties=species:S:1:pos:R:3:forces:R:3 method="wB97M-V/def2-TZVPD" energy_ha=-617.26908 de_lowest_kcal_mol=2.3 total_charge=+1 homo_ev=-12.103
C 2.897523 2.894960 0.509054 -0.128 -0.111 0.110
C 1.792123 1.875780 0.744853 0.122 0.039 -0.143
C 1.509182 1.068346 -0.538585 0.116 0.117 0.277
C 0.420866 0.077788 -0.307693 0.024 -0.161 0.025
C -0.910444 0.507468 -0.415935 -0.184 0.317 -0.303
C -1.481668 1.694116 -0.908622 0.240 -0.356 0.173
C -2.844720 1.610851 -0.700042 0.004 -0.119 0.109
C -3.113878 0.391071 -0.072099 0.055 0.209 -0.144
C -4.409826 -0.149407 0.389418 -0.053 -0.140 0.095
N -1.951392 -0.266094 0.067277 -0.069 0.144 -0.159
C -1.674498 -1.502117 0.747260 0.175 -0.419 0.315
C -0.438821 -2.117073 0.095746 -0.595 -0.169 0.016
N 0.665725 -1.168762 0.064786 -0.231 0.494 0.019
C 1.992393 -1.717393 0.276238 0.672 -0.248 -0.182
C 2.508536 -2.446297 -0.962258 -0.054 0.108 0.199
H 3.081863 3.459703 1.418420 0.068 0.086 0.038
H 2.617334 3.593025 -0.275358 0.009 0.105 -0.094
H 3.823387 2.404499 0.218738 0.125 -0.011 -0.040
H 0.878099 2.386821 1.051629 -0.035 -0.084 0.050
H 2.083419 1.199614 1.551399 -0.076 -0.038 0.048
H 2.425786 0.588363 -0.877042 -0.033 -0.031 -0.089
H 1.191412 1.764884 -1.313883 -0.003 -0.078 -0.061
H -0.961638 2.502217 -1.381829 0.153 0.161 -0.094
H -3.578894 2.343684 -0.966831 -0.180 0.121 -0.050
H -4.414312 -0.273901 1.472375 -0.061 -0.003 0.055
H -5.211942 0.529247 0.116604 -0.033 -0.004 0.002
H -4.608611 -1.122669 -0.059645 -0.068 -0.049 -0.022
H -1.493963 -1.307689 1.812451 -0.035 -0.063 -0.116
H -2.521788 -2.184634 0.658927 0.094 0.066 -0.011
H -0.683924 -2.408609 -0.933137 0.044 -0.005 0.104
H -0.131319 -3.006608 0.645035 0.008 0.091 -0.042
H 2.676985 -0.918860 0.557465 -0.104 -0.027 0.067
H 1.934348 -2.414553 1.115995 -0.019 0.163 0.002
H 3.512321 -2.813706 -0.771660 0.092 -0.071 -0.009
H 1.877225 -3.295383 -1.209447 -0.050 -0.098 -0.054
H 2.543113 -1.778668 -1.819616 0.010 0.063 -0.090


6.
74
Properties=species:S:1:pos:R:3:forces:R:3 method="wB97M-V/def2-TZVPD" s2=3.894 energy_ha=-2808.80348 de_lowest_kcal_mol=164.4 total_charge=+2 multiplicity=4 homo_ev="-12.401 / -14.194"
Re 0.114965 -0.424790 -0.325456 -5.725 -6.441 1.752
C 0.660903 -1.097534 1.678842 0.214 -0.046 2.138
C 0.510781 0.050326 2.603548 0.448 -0.745 -0.389
C -1.599381 -0.769950 2.230646 -0.205 -1.470 -0.939
C -0.724323 -1.552760 1.390057 -0.178 0.686 1.245
C -0.836239 0.178534 2.954033 0.541 0.884 0.299
C 1.735608 -2.103850 2.040996 0.013 -0.001 0.231
H 2.643417 -1.602850 2.396126 -0.193 -0.170 -0.091
H 2.013110 -2.759243 1.212906 -0.061 0.069 0.342
H 1.356607 -2.734986 2.861599 0.204 0.202 -0.163
C -1.022728 -2.950179 0.978678 -0.439 -0.372 -0.438
H -0.366780 -3.274865 0.169746 -0.301 -0.217 0.193
H -2.058978 -3.038643 0.629541 0.219 -0.078 0.169
H -0.872420 -3.628466 1.833211 -0.075 0.144 -0.201
C -3.006527 -1.098549 2.516107 -0.455 0.079 -0.239
H -3.080675 -1.822014 3.346958 0.169 0.122 -0.152
H -3.486960 -1.540266 1.633918 0.085 0.098 0.282
H -3.568798 -0.202927 2.806547 0.149 -0.238 -0.005
C -1.373882 1.052975 4.034718 0.409 0.061 0.084
H -1.702282 0.461803 4.903255 0.038 0.031 -0.246
H -2.244172 1.609619 3.672403 0.081 -0.283 0.133
H -0.621453 1.772344 4.379880 -0.176 -0.214 -0.073
C 1.645603 0.728886 3.270687 0.277 0.362 -0.029
H 1.570087 0.606314 4.363034 0.035 0.068 -0.282
H 1.661491 1.811934 3.065657 -0.065 -0.235 0.108
H 2.606879 0.315838 2.946964 -0.209 0.175 0.124
C 0.380036 -0.077682 -2.660080 0.647 0.640 -1.673
C 1.927184 -0.165173 -2.687111 1.769 -0.187 -1.741
C 2.668889 1.157699 -2.454339 0.306 0.314 -0.354
C 2.381615 1.802068 -1.101725 0.110 -0.308 0.351
C 1.327608 1.107394 -0.197968 1.973 3.921 0.772
C -0.086298 1.538522 -0.360647 1.437 2.054 -1.237
C -0.551159 2.147724 -1.663891 -0.148 0.600 -0.051
C -0.209603 1.326571 -2.906715 -0.297 0.013 -0.361
H 2.413052 1.870401 -3.248858 0.105 -0.378 0.101
H 2.071229 2.845701 -1.262299 -0.020 -0.352 0.163
H 3.755172 0.995048 -2.559149 -0.416 0.002 -0.153
H 0.463363 1.892656 -3.560922 -0.135 -0.296 0.102
H 0.070691 -0.662141 -3.554031 0.002 0.085 0.567
H 2.196312 -0.475621 -3.717093 -0.249 0.477 0.075
H -1.132931 1.186106 -3.486268 0.438 0.023 0.219
H -1.637693 2.273673 -1.622440 0.289 -0.127 0.060
H -0.534801 2.015959 0.512716 -0.299 -0.761 0.184
H -0.143925 3.164010 -1.783966 -0.043 -0.168 0.184
H 3.315211 1.871853 -0.523959 -0.298 -0.026 -0.126
H 1.694890 1.213676 0.828289 -0.139 0.143 -0.308
P 2.806243 -1.547836 -1.810528 -1.367 1.514 0.524
C 3.400583 -2.831036 -2.900961 0.032 -0.397 -0.103
C 4.169141 -1.013213 -0.761025 0.608 -0.125 0.083
P -3.509501 2.355141 1.713948 0.322 0.333 -0.248
C 1.424384 -1.854858 -0.762433 1.310 -0.051 -0.610
C -2.302797 3.701864 2.056236 -0.147 -0.010 0.674
C -3.684812 2.680744 -0.072970 -0.405 -0.244 -0.151
H 2.573024 -3.474288 -3.233776 0.272 0.216 0.009
H 4.141016 -3.431116 -2.349643 -0.282 0.086 -0.213
H 3.900582 -2.379561 -3.771772 -0.161 -0.107 0.246
H 4.374686 0.060157 -0.795047 -0.141 -0.280 -0.059
H 5.064195 -1.558006 -1.090647 -0.114 0.224 0.177
H 3.944693 -1.297167 0.274464 0.062 0.046 -0.258
H -2.951729 3.396538 -0.466735 -0.317 -0.127 0.166
H -4.708777 3.071796 -0.196001 0.359 -0.132 -0.366
H -3.589043 1.715453 -0.590697 -0.232 0.316 -0.119
H 1.317231 -2.914999 -0.520846 -0.656 0.296 0.026
H -0.255412 -0.789266 -2.039646 0.033 -0.096 -0.406
H -2.162589 3.748978 3.145957 0.114 0.288 -0.326
H -2.730480 4.652969 1.704283 0.346 -0.201 0.094
H -1.321578 3.515033 1.588107 -0.318 0.238 0.051
Cl -3.126047 -0.389244 -3.779707 0.090 -0.621 0.190
C -2.988122 -1.775796 -2.662416 -0.085 0.401 0.125
Cl -1.523706 -2.787036 -2.932279 -0.357 -0.027 -0.188
C -2.923972 -1.286992 -1.210319 -1.713 -0.915 1.209
O -3.809784 -1.723299 -0.464709 1.700 0.918 -1.144
O -1.972924 -0.460649 -0.886774 0.868 0.267 0.142
H -3.877200 -2.399454 -2.768209 0.347 0.045 -0.151


Copy entry 5 word for word.
36
Properties=species:S:1:pos:R:3:forces:R:3 method="wB97M-V/def2-TZVPD" energy_ha=-617.26908 de_lowest_kcal_mol=2.3 total_charge=+1 homo_ev=-12.103
C 2.897523 2.894960 0.509054 -0.128 -0.111 0.110
C 1.792123 1.875780 0.744853 0.122 0.039 -0.143
C 1.509182 1.068346 -0.538585 0.116 0.117 0.277
C 0.420866 0.077788 -0.307693 0.024 -0.161 0.025
C -0.910444 0.507468 -0.415935 -0.184 0.317 -0.303
C -1.481668 1.694116 -0.908622 0.240 -0.356 0.173
C -2.844720 1.610851 -0.700042 0.004 -0.119 0.109
C -3.113878 0.391071 -0.072099 0.055 0.209 -0.144
C -4.409826 -0.149407 0.389418 -0.053 -0.140 0.095
N -1.951392 -0.266094 0.067277 -0.069 0.144 -0.159
C -1.674498 -1.502117 0.747260 0.175 -0.419 0.315
C -0.438821 -2.117073 0.095746 -0.595 -0.169 0.016
N 0.665725 -1.168762 0.064786 -0.231 0.494 0.019
C 1.992393 -1.717393 0.276238 0.672 -0.248 -0.182
C 2.508536 -2.446297 -0.962258 -0.054 0.108 0.199
H 3.081863 3.459703 1.418420 0.068 0.086 0.038
H 2.617334 3.593025 -0.275358 0.009 0.105 -0.094
H 3.823387 2.404499 0.218738 0.125 -0.011 -0.040
H 0.878099 2.386821 1.051629 -0.035 -0.084 0.050
H 2.083419 1.199614 1.551399 -0.076 -0.038 0.048
H 2.425786 0.588363 -0.877042 -0.033 -0.031 -0.089
H 1.191412 1.764884 -1.313883 -0.003 -0.078 -0.061
H -0.961638 2.502217 -1.381829 0.153 0.161 -0.094
H -3.578894 2.343684 -0.966831 -0.180 0.121 -0.050
H -4.414312 -0.273901 1.472375 -0.061 -0.003 0.055
H -5.211942 0.529247 0.116604 -0.033 -0.004 0.002
H -4.608611 -1.122669 -0.059645 -0.068 -0.049 -0.022
H -1.493963 -1.307689 1.812451 -0.035 -0.063 -0.116
H -2.521788 -2.184634 0.658927 0.094 0.066 -0.011
H -0.683924 -2.408609 -0.933137 0.044 -0.005 0.104
H -0.131319 -3.006608 0.645035 0.008 0.091 -0.042
H 2.676985 -0.918860 0.557465 -0.104 -0.027 0.067
H 1.934348 -2.414553 1.115995 -0.019 0.163 0.002
H 3.512321 -2.813706 -0.771660 0.092 -0.071 -0.009
H 1.877225 -3.295383 -1.209447 -0.050 -0.098 -0.054
H 2.543113 -1.778668 -1.819616 0.010 0.063 -0.090